(1)
A molecular structure, C39H33N8O2PRhSe. Source: the Open Molecules 2025 dataset; level of theory: ωB97M-V/def2-TZVPD.

Structure (ORCA input):
```
! wB97M-V def2-TZVPD RIJCOSX def2/J DEFGRID3
* xyz -1 5
Rh 0.14508 -0.43391 -1.24479
O 1.11224 -1.68418 0.38188
C 0.42189 -2.25950 1.31986
C 1.07325 -2.68205 2.48970
C 0.41709 -3.30199 3.53882
C -0.96573 -3.53718 3.44919
C -1.64501 -3.15765 2.32657
C -1.01215 -2.51684 1.20237
C -1.82703 -2.22162 0.12729
N -1.49226 -1.53391 -1.06449
N -2.51569 -1.36257 -1.85612
C -2.27938 -0.52803 -2.89780
O -1.21507 0.10959 -3.08750
C -3.41240 -0.36971 -3.84988
C -3.27570 0.52456 -4.90893
C -4.30756 0.70131 -5.81686
C -5.48927 -0.01482 -5.67902
C -5.63023 -0.90951 -4.62536
C -4.60030 -1.08736 -3.71603
H 2.13973 -2.49103 2.54687
H 0.96688 -3.59878 4.42261
H -1.49268 -4.01607 4.26514
H -2.71156 -3.33971 2.25463
H -2.87694 -2.48414 0.17918
H -2.34620 1.06959 -4.99998
H -4.18991 1.39937 -6.63642
H -6.29542 0.12146 -6.38934
H -6.54871 -1.47323 -4.51357
H -4.69856 -1.78056 -2.89260
N 3.70255 -1.97039 0.10370
C 4.61439 -1.09167 -0.29515
N 5.93020 -1.43958 -0.17648
N 4.38011 0.12418 -0.77345
C 3.12905 0.39838 -1.04313
N 2.01772 0.62299 -1.27278
H 3.98114 -2.91476 0.31798
H 2.67880 -1.78657 0.15657
H 6.15416 -2.41680 -0.09471
H 6.55785 -0.88287 -0.73122
N -0.66904 0.84045 -0.04258
P -0.36085 2.02548 0.90262
C 1.29263 2.16737 1.66386
C 1.98030 0.98066 1.90356
C 3.21981 1.00814 2.52496
C 3.77782 2.21705 2.91645
C 3.09296 3.40261 2.68741
C 1.85283 3.37790 2.06498
C -1.43628 1.96976 2.36927
C -1.46593 2.98420 3.32368
C -2.26026 2.85402 4.45088
C -3.01511 1.70132 4.63859
C -2.97870 0.68554 3.69588
C -2.19451 0.82069 2.55748
C -0.64496 3.63393 0.10829
C 0.32656 4.12862 -0.75982
C 0.08857 5.28193 -1.48890
C -1.12562 5.94475 -1.36510
C -2.10474 5.44611 -0.51909
C -1.86731 4.29036 0.21192
H 1.55454 0.03861 1.57380
H 3.75215 0.08016 2.69419
H 4.74888 2.23723 3.39517
H 3.52682 4.34874 2.98756
H 1.32995 4.30771 1.87879
H -0.86810 3.87793 3.18679
H -2.28629 3.64656 5.18803
H -3.62748 1.59652 5.52537
H -3.55527 -0.21834 3.84375
H -2.15611 0.04249 1.80399
H 1.26289 3.59541 -0.87482
H 0.84693 5.65737 -2.16369
H -1.31283 6.84319 -1.93945
H -3.05871 5.95103 -0.43468
H -2.63682 3.89415 0.86220
Se 1.15954 -1.96185 -3.09972
C 2.01694 -3.44719 -2.28590
C 3.31447 -3.79926 -2.66959
C 3.95294 -4.85635 -2.04518
N 3.41609 -5.58660 -1.06640
C 2.16190 -5.26947 -0.72771
C 1.43054 -4.24503 -1.30340
H 3.82829 -3.22618 -3.43118
H 4.96362 -5.12568 -2.33941
H 1.71381 -5.86818 0.05881
H 0.41877 -4.05827 -0.97838
*
```

Calculated values
Energy ... -4947.8574 hartree
HOMO-LUMO gap (alpha / beta) ... 0.1854 / 0.2114 hartree
Energy above the lowest of the compared OMol25 structures with the same formula, charge and spin ... 0.197 eV

---

(2)
A molecular structure, C39H34AlClN3SSi2 at a distorted geometry. Source: the Open Molecules 2025 dataset; level of theory: ωB97M-V/def2-TZVPD.

Structure (ORCA input):
```
! wB97M-V def2-TZVPD RIJCOSX def2/J DEFGRID3
* xyz 1 1
C -1.87077 -0.65729 3.86811
C -2.48941 -0.48920 2.61070
C -1.92162 -1.39221 1.69253
H -3.34754 0.15437 2.40552
C -0.92220 -2.17192 2.38805
C -0.86117 -1.65214 3.74308
H -0.32752 -2.13197 4.55992
H -2.20776 -0.22030 4.80105
H -2.27457 -1.61208 0.68141
H -0.48124 -3.10942 2.05311
Al 0.41472 -0.60857 2.32202
Si 1.21435 0.83746 -0.56978
C 0.04903 2.27874 -0.64965
C 0.41889 3.51928 -1.19208
H 1.48352 3.71689 -1.39694
C -0.56107 4.45682 -1.51033
H -0.26411 5.39353 -1.99136
C -1.91373 4.19909 -1.25099
H -2.67585 4.91169 -1.57325
C -2.25902 3.03753 -0.57139
H -3.29010 2.84441 -0.27883
C -1.28846 2.07111 -0.29557
H -1.62715 1.14033 0.16042
C 0.16969 -0.75331 -1.11395
C -1.32154 -0.74709 -1.50303
H -1.95251 0.12078 -1.36279
C -1.86703 -1.91386 -2.15603
H -2.78823 -1.84226 -2.73323
C -1.39529 -3.14733 -1.67620
H -1.94183 -4.05602 -1.91012
C -0.24106 -3.17418 -0.90614
H 0.12570 -4.15557 -0.57159
C 0.51756 -2.06332 -0.59220
H 1.40414 -2.17276 0.02951
H 0.36602 0.29522 0.83945
Si -0.17722 -0.82880 -2.94924
C 0.54882 -2.06436 -4.11282
C 0.02899 -2.14406 -5.42240
H -0.52343 -1.28753 -5.83609
C 0.13509 -3.34710 -6.13079
H -0.30122 -3.42940 -7.13019
C 0.79696 -4.45049 -5.57074
H 0.77474 -5.42789 -6.08165
C 1.53443 -4.26923 -4.39176
H 2.14660 -5.09973 -4.01549
C 1.46523 -3.05005 -3.69031
H 2.06514 -2.93203 -2.78247
C -0.35043 0.85929 -3.76625
C -1.62801 1.30430 -4.10797
H -2.50990 0.72984 -3.80641
C -1.77832 2.48165 -4.86490
H -2.78109 2.83525 -5.15537
C -0.64432 3.20929 -5.26712
H -0.76285 4.09820 -5.90566
C 0.62997 2.78990 -4.85508
H 1.50983 3.39030 -5.12235
C 0.78005 1.61650 -4.10830
H 1.77082 1.29012 -3.77556
H 2.41784 1.48561 -1.13419
Cl 2.63109 0.74251 1.25310
N 2.31054 0.63912 5.53620
C 1.33619 1.62047 5.73002
C 1.02062 2.33342 6.86740
C -0.19375 3.03388 6.87942
C -1.05992 2.99421 5.77231
C -0.72098 2.25196 4.62937
C 0.47227 1.54612 4.63079
N 0.93685 0.51722 3.80387
C 2.05084 -0.00784 4.38080
C 2.64928 -1.19465 3.82215
C 3.74614 -1.93325 4.19510
S 3.87154 -3.40232 3.22471
C 2.45117 -2.95399 2.37873
N 1.93086 -1.77986 2.77145
H 3.08570 0.41034 6.15183
H 1.71438 2.35238 7.70987
H -0.48916 3.61736 7.75083
H -2.00509 3.53938 5.81075
H -1.37044 2.18435 3.75265
H 4.41575 -1.61134 4.97993
H 1.99556 -3.56548 1.60239
*
```

Calculated values
Energy ... -3350.3494 hartree
HOMO-LUMO gap ... 0.1748 hartree

---

(3)
A molecular structure, C39H34AsBF4N10O2Y at a distorted geometry. Source: the Open Molecules 2025 dataset; level of theory: ωB97M-V/def2-TZVPD.

Structure (ORCA input):
```
! wB97M-V def2-TZVPD RIJCOSX def2/J DEFGRID3
* xyz -1 1
Y 0.36899 -0.37712 0.58600
C -3.64369 -6.05688 -0.77307
C -2.46714 -6.78755 -0.35146
C -1.38210 -6.13123 0.22062
C -1.45049 -4.70192 0.21131
C -0.48490 -3.68420 0.35392
N -0.92691 -2.43260 0.22120
C -2.26719 -2.59725 -0.16159
N -3.03870 -1.66698 -0.52405
C -2.61911 -0.51908 -0.90605
C -3.52238 0.48202 -1.41114
C -4.89864 0.51857 -1.35251
C -5.55593 1.51248 -1.96964
C -4.88695 2.47905 -2.76635
C -3.45227 2.46147 -2.76909
C -2.76706 1.45976 -2.01740
C -1.39095 1.06327 -1.91877
N -0.37508 1.70925 -2.52202
C 0.83221 1.20652 -2.42228
N 1.37747 0.17836 -1.59486
C 2.64654 0.03209 -1.78244
N 3.42713 -0.84130 -1.17740
C 3.04535 -1.83812 -0.48635
N 1.79144 -2.18259 -0.15343
C 1.81810 -3.42966 0.36698
N 0.76008 -4.12754 0.61897
C 3.20587 -3.83292 0.60239
C 3.72363 -4.91653 1.19821
C 5.12142 -4.97081 1.26161
C 5.94738 -3.97231 0.71437
C 5.34175 -2.88510 0.05214
C 3.97437 -2.83316 0.07836
C 3.14266 1.03622 -2.76325
C 4.30895 1.22123 -3.41599
C 4.26333 2.07503 -4.54404
C 3.18086 2.89218 -4.79382
C 1.97721 2.68476 -4.15908
C 1.94368 1.68005 -3.19290
N -1.35000 -0.09050 -1.12221
C -2.57516 -4.01422 -0.19199
C -3.69250 -4.66550 -0.74323
H -4.50978 -6.65179 -1.13518
H -2.55239 -7.82579 -0.51620
H -0.61482 -6.73425 0.63848
H -5.35435 -0.25071 -0.69154
H -6.63727 1.44274 -1.83810
H -5.36317 3.25706 -3.32364
H -2.95664 3.22445 -3.26246
H 3.04274 -5.75220 1.53165
H 5.54909 -5.86861 1.74208
H 7.05991 -4.03949 0.76293
H 5.98533 -2.12402 -0.38944
H 5.19332 0.60308 -3.15265
H 5.10590 2.04598 -5.21448
H 3.28822 3.63558 -5.58367
H 1.01420 3.22678 -4.26081
H -4.54506 -4.01325 -1.00108
N 1.49634 -1.45661 2.67843
N 0.74024 -0.98169 3.79213
C -0.46712 -0.28795 3.66869
O -1.01539 -0.07430 4.73636
O -0.86073 0.00369 2.45695
H 1.52963 -2.47498 2.67774
H 2.44713 -1.09229 2.77200
H 1.15612 -1.05137 4.74440
C -3.66605 1.79467 2.35786
C -2.91738 2.93984 1.56273
As -0.97005 2.60072 1.11663
C -0.09301 3.17668 2.80032
C -0.65128 4.55587 3.28025
C -0.47795 4.25819 -0.03994
C -1.55037 5.20466 -0.42312
H -4.59284 2.10878 2.68875
H -3.08944 1.47876 3.20315
H -3.68381 0.94465 1.71949
H -3.01079 3.87295 2.14242
H -3.40263 3.14799 0.60934
H 1.01102 3.16846 2.57431
H -0.29341 2.47569 3.59818
H -0.60033 5.32388 2.49579
H -0.05050 4.88358 4.14803
H -1.66829 4.41543 3.55642
H 0.02051 3.81348 -0.89777
H 0.32282 4.74601 0.49519
H -2.27473 4.71881 -1.08307
H -1.14312 6.08640 -0.98613
H -2.15287 5.60056 0.43014
F 2.01491 0.88344 1.32915
B 3.43599 1.40326 1.66637
F 3.32255 1.91133 2.94347
F 3.72364 2.29458 0.70432
F 4.25468 0.29403 1.67546
*
```

Calculated values
Energy ... -4903.5849 hartree
HOMO-LUMO gap (alpha / beta) ... 0.1821 / 0.1866 hartree
Energy above the lowest of the compared OMol25 structures with the same formula, charge and spin ... 1.261 eV